Model A:
Below is a 7-piece molecular cluster, C5H25NO7 overall, with properties calculated with wB97M-V/def2-TZVPD.

Structure (XYZ):
```
38
C5H25NO7 (wB97M-V/def2-TZVPD)
O -0.49 -0.49 0.89
C 2.62 1.09 -0.18
H 1.69 -2.50 -2.10
H -4.34 0.46 1.44
H -2.27 -0.55 3.33
H 1.10 0.64 -2.38
H -1.35 3.03 2.40
O -0.67 2.70 2.78
H 3.70 1.43 0.12
H -0.03 0.29 0.78
H 2.10 0.73 1.73
H 0.56 4.10 1.46
H -0.23 3.35 0.37
O -2.30 0.20 2.78
H -0.79 -1.47 -1.12
H 0.28 -1.11 0.58
H -1.18 -2.73 1.94
H -0.62 -2.50 -4.07
O -4.01 1.26 0.89
C -1.09 -2.04 -3.31
N -0.28 -2.10 -1.96
H 0.69 0.01 -0.91
C 2.74 0.19 -1.35
C 1.36 -0.26 -1.76
H -3.12 1.07 0.97
H 3.37 0.54 -2.27
O 0.60 3.69 0.49
H -0.95 1.83 3.11
H -0.30 -2.80 3.22
H 1.13 -1.66 -3.51
H -1.57 0.15 2.14
O -1.14 -3.03 2.87
O 1.93 0.42 0.83
H -2.05 -2.56 -3.09
H 3.31 -0.83 -1.00
C 1.04 -1.61 -2.35
H 2.00 2.05 -0.23
H -1.46 -0.99 -3.54
```

Results
net charge	0
HOMO energy	-8.81	eV
2S+1	1
LUMO energy	0.1	eV
SMILES string	CNCCCCO.O.O.O.O.O.O

=====

Model B:
Below is a 7-piece molecular cluster, C5H25NO7 overall, with properties calculated with wB97M-V/def2-TZVPD.

Structure (XYZ):
```
38
C5H25NO7 (wB97M-V/def2-TZVPD)
H -1.31 -2.95 -1.36
C 0.53 1.54 1.45
H 0.72 1.00 0.53
O 0.11 1.35 -3.46
H 0.67 1.77 -2.81
H 2.33 0.36 -3.23
H -3.35 -0.07 0.46
H -1.58 0.77 -0.53
H -1.81 -2.03 -0.40
H -0.28 -0.55 -2.78
H 2.99 -0.63 -2.16
N 0.36 -1.55 1.42
H 0.68 -1.66 -2.57
C 1.59 2.66 1.62
H 1.89 2.73 2.66
H -0.53 -1.15 1.17
H -1.10 2.27 2.24
C 1.16 -0.74 2.32
O -2.60 -0.51 0.89
O -0.27 -1.50 -2.62
H 2.38 2.54 0.88
H 1.16 3.62 1.34
H 1.60 -1.65 -0.35
H -1.89 2.26 -0.54
H -0.72 1.34 -2.95
H 0.90 0.95 3.63
C 0.53 0.60 2.68
O -1.47 1.57 -1.06
H -2.88 -1.43 0.80
C 1.01 -2.26 0.36
O -0.79 2.12 1.35
H 0.29 -2.95 -0.07
O 2.22 -0.11 -2.41
H 2.16 -0.59 1.90
H -0.55 0.45 2.77
H 1.79 -2.97 0.68
H 1.26 -1.34 3.23
O -1.91 -2.97 -0.59
```

Results
net charge	0
HOMO energy	-8.20	eV
2S+1	1
LUMO energy	0.4	eV
SMILES string	CNCC[C@H](C)O.O.O.O.O.O.O

=====

In order of decreasing stability: model B, model A.

=====

Model A:
Below is a 2-piece molecular cluster, C2H5O2Si overall, with properties calculated with wB97M-V/def2-TZVPD.

Structure (XYZ):
```
10
C2H5O2Si (wB97M-V/def2-TZVPD)
O 0.68 0.41 -1.54
H 2.15 1.41 -0.64
C 1.71 1.15 -1.62
C -0.94 -0.68 1.60
H -1.44 -1.17 2.42
H -1.84 -0.88 -0.65
H 0.04 -0.30 1.74
O 2.14 1.79 -2.61
H -1.60 0.12 1.26
Si -0.88 -1.83 0.04
```

Results
net charge	-1
HOMO energy	-4.27	eV
2S+1	1
LUMO energy	3.1	eV

=====

Model B:
Below is an isolated ion of composition C2H5O2Si and charge -1, with properties calculated with wB97M-V/def2-TZVPD.

Structure (XYZ):
```
10
C2H5O2Si (wB97M-V/def2-TZVPD)
H -0.30 -1.26 1.62
C 0.71 -1.37 -1.27
H -0.39 1.65 -0.68
H 1.33 0.26 1.28
H -0.47 1.91 1.22
O 0.33 -0.76 -2.28
C -0.76 1.22 0.34
H -1.88 1.26 0.17
Si 0.21 -0.44 0.59
O 1.22 -2.47 -0.99
```

Results
net charge	-1
HOMO energy	-3.20	eV
2S+1	1
LUMO energy	4.3	eV
SMILES string	C[SiH2]C(=O)[O-]

=====

In order of decreasing stability: model B, model A.

=====

Model A:
Below is an isolated molecule of CH5O3P, with properties calculated with wB97M-V/def2-TZVPD.

Structure (XYZ):
```
10
CH5O3P (wB97M-V/def2-TZVPD)
H 0.09 -1.87 0.08
O 0.33 0.59 -0.39
O 1.60 1.87 0.97
H -1.09 -1.98 -1.24
H 0.56 -1.37 -1.58
O -0.75 -0.21 -0.65
C -0.19 -1.44 -0.87
H -0.68 2.37 0.88
H -0.13 0.58 1.87
P 0.27 1.45 0.94
```

Results
net charge	0
HOMO energy	-10.44	eV
2S+1	1
LUMO energy	0.9	eV
SMILES string	COO[PH2]=O

=====

Model B:
Below is a 3-piece molecular cluster, CH5O3P overall, with properties calculated with wB97M-V/def2-TZVPD.

Structure (XYZ):
```
10
CH5O3P (wB97M-V/def2-TZVPD)
H 0.67 0.87 -2.35
H 0.56 -0.91 -2.00
O -0.84 3.39 -0.16
P -0.96 2.27 0.77
O -0.21 -2.36 1.61
H 0.15 -2.45 0.70
H -0.23 -3.22 2.01
C 0.40 0.07 -1.59
O 0.16 0.35 -0.48
H 0.30 1.99 1.51
```

Results
net charge	0
HOMO energy	-8.87	eV
2S+1	1
LUMO energy	0.0	eV
SMILES string	C=O.O=P.O

=====

In order of decreasing stability: model B, model A.

=====

Model A:
Below is an isolated molecule of C4H3N3, with properties calculated with wB97M-V/def2-TZVPD.

Structure (XYZ):
```
10
C4H3N3 (wB97M-V/def2-TZVPD)
N -0.27 -1.32 0.10
C 0.65 -0.36 0.04
H 0.56 1.67 -0.59
N 0.11 0.81 -0.31
C 2.03 -0.46 0.38
H -2.36 -1.29 -0.18
H -1.14 1.41 0.46
C -1.45 -0.69 -0.15
C -1.29 0.68 -0.39
N 3.16 -0.45 0.64
```

Results
net charge	0
HOMO energy	-9.54	eV
2S+1	1
LUMO energy	0.0	eV
SMILES string	N#Cc1ncc[nH]1

=====

Model B:
Below is an isolated molecule of C4H3N3, with properties calculated with wB97M-V/def2-TZVPD.

Structure (XYZ):
```
10
C4H3N3 (wB97M-V/def2-TZVPD)
C 1.12 -1.75 1.28
C -0.11 -0.31 0.29
H -0.56 -0.70 -0.63
N 0.95 -2.93 1.32
N 1.09 1.41 2.81
C 0.63 0.63 2.04
C -0.42 0.53 1.19
H 1.78 0.03 1.22
N 1.34 -0.67 0.60
H -1.23 1.27 1.29
```

Results
net charge	0
HOMO energy	-10.31	eV
2S+1	1
LUMO energy	-0.3	eV
SMILES string	N#C/C=C\NC#N

=====

In order of decreasing stability: model A, model B.

=====

Model A:
Below is an isolated molecule of C4H14N4, with properties calculated with wB97M-V/def2-TZVPD.

Structure (XYZ):
```
22
C4H14N4 (wB97M-V/def2-TZVPD)
C 2.58 0.33 0.27
H -0.52 -2.04 -0.98
C -1.22 0.54 0.28
N 0.23 0.30 -1.62
H 0.96 1.41 1.13
H 1.04 -0.25 1.64
H -1.82 -0.88 1.54
H 1.16 0.46 -1.99
H -2.63 -0.71 -0.80
H -2.26 0.63 2.02
H 0.68 -2.05 0.18
H 3.27 0.51 1.09
N -0.15 -1.58 -0.16
N -1.50 0.09 1.62
H -0.37 -0.13 -2.31
H 2.80 -0.66 -0.14
H 2.76 1.08 -0.49
N -2.53 0.27 -0.56
C 1.14 0.40 0.77
C 0.01 -0.16 -0.29
H -1.10 1.62 0.22
H -2.52 0.81 -1.42
```

Results
net charge	0
HOMO energy	-8.92	eV
2S+1	1
LUMO energy	0.9	eV
SMILES string	CCC(N)(N)C(N)N

=====

Model B:
Below is C4H14N4 as an isolated structure, with properties calculated with wB97M-V/def2-TZVPD.

Structure (XYZ):
```
22
C4H14N4 (wB97M-V/def2-TZVPD)
C -1.86 -1.29 -2.32
H -2.54 -1.00 -0.38
H 1.56 0.37 3.41
C -0.05 1.19 -0.93
N 1.35 0.06 1.34
H -2.56 -2.08 -2.66
H -0.25 -1.64 0.85
C -0.05 -0.95 0.04
N 2.25 1.01 0.90
N -0.43 0.33 0.16
H 0.36 1.44 2.64
H 3.15 0.60 0.68
H -0.92 -1.49 -2.83
H 2.33 1.85 1.46
H -0.92 1.76 -1.28
C 0.78 0.43 2.63
H 0.69 1.91 -0.53
H 0.43 0.71 -1.79
H 0.68 -1.26 -0.71
H -2.26 -0.33 -2.68
N -1.73 -1.34 -0.89
H -0.01 -0.28 2.89
```

Results
net charge	0
HOMO energy (spin up / spin down)	-6.83 / -7.34	eV
2S+1	1
LUMO energy (spin up / spin down)	0.6 / 0.9	eV

=====

Model C:
Below is a 2-piece molecular cluster, C4H14N4 overall, with properties calculated with wB97M-V/def2-TZVPD.

Structure (XYZ):
```
22
C4H14N4 (wB97M-V/def2-TZVPD)
H -1.34 -0.27 1.47
C -0.81 0.01 2.38
N -1.78 0.30 3.43
N -1.21 -0.01 -3.09
H 2.24 -2.34 -1.61
H -1.31 0.43 4.32
H 0.48 1.62 3.01
H 1.40 1.82 0.67
N 0.99 0.96 1.03
N 1.98 -1.37 -1.73
H -0.65 2.04 1.73
H -2.42 -0.48 3.55
H -0.01 -2.10 -2.14
C 0.18 -0.11 -2.70
H -1.28 0.24 -4.07
H 1.76 0.42 1.41
C 0.02 1.25 2.08
H 2.09 -0.90 -0.84
H -0.12 -0.81 2.63
H -1.66 0.74 -2.57
C 0.65 -1.24 -2.22
H 0.81 0.77 -2.79
```

Results
net charge	0
HOMO energy	-8.35	eV
2S+1	1
LUMO energy	1.0	eV
SMILES string	N/C=C/N.NCCN

=====

In order of decreasing stability: model A, model C, model B.

=====

Model A:
Below is C3H11N2OP as an isolated structure, with properties calculated with wB97M-V/def2-TZVPD.

Structure (XYZ):
```
18
C3H11N2OP (wB97M-V/def2-TZVPD)
C -0.88 -1.87 0.96
H 2.88 1.33 -1.29
H 0.84 -0.88 -1.71
H -0.01 -2.37 0.72
C 2.36 1.55 -0.37
H 3.23 1.63 0.36
H -2.70 0.44 0.84
N 0.40 -0.20 -1.13
C -1.98 0.84 0.12
P -1.10 -0.72 -0.55
H -1.59 -2.66 0.88
H 1.62 2.37 -0.31
N 1.77 0.30 0.07
H -0.75 -1.51 1.97
H -2.44 1.46 -0.60
H 1.25 0.55 0.95
H -1.18 1.22 0.72
O -1.73 -1.47 -1.63
```

Results
net charge	0
HOMO energy	-9.60	eV
2S+1	1
LUMO energy	0.4	eV

=====

Model B:
Below is an isolated molecule of C3H11N2OP, with properties calculated with wB97M-V/def2-TZVPD.

Structure (XYZ):
```
18
C3H11N2OP (wB97M-V/def2-TZVPD)
H -0.63 1.96 -0.83
H -1.27 -0.86 -1.79
H 2.21 1.01 0.19
C 1.04 -1.61 -0.06
C -1.47 1.53 -0.15
H -1.58 2.18 0.65
H -2.47 1.58 -0.76
H 0.68 1.56 0.47
O -1.40 -0.51 1.71
C 1.33 0.70 0.67
N -1.86 -0.97 -1.00
H 1.44 0.59 1.76
H 0.88 -2.18 0.94
H -2.25 -1.87 -0.84
N 0.60 -0.29 -0.07
H 2.20 -1.64 -0.46
H 0.54 -2.00 -0.90
P -1.10 -0.18 0.34
```

Results
net charge	0
HOMO energy	-9.23	eV
2S+1	1
LUMO energy	0.8	eV
SMILES string	CN(C)[P@@](C)(N)=O

=====

In order of decreasing stability: model B, model A.

=====

Model A:
Below is an isolated molecule of C21H24N6O3, with properties calculated with wB97M-V/def2-TZVPD.

Structure (XYZ):
```
54
C21H24N6O3 (wB97M-V/def2-TZVPD)
C 5.72 2.49 -2.53
H -2.80 1.46 0.42
N -3.22 -1.83 -0.47
N 1.37 0.76 -1.30
C 5.39 2.54 -3.87
H -4.21 -3.58 -0.05
C -5.65 -1.00 3.37
O 3.18 0.25 2.67
C 1.93 0.47 0.81
H 6.11 2.90 -4.59
N 2.99 0.93 0.15
H -1.94 -1.81 2.05
H 4.30 1.35 -6.29
C 0.77 0.45 -0.06
O 0.55 1.32 -2.25
O 1.07 -0.20 2.78
H 2.72 2.04 -5.91
C 4.81 2.04 -1.60
H -3.42 -3.93 2.24
H 6.70 2.82 -2.21
H -0.32 -1.91 1.36
C 4.13 2.13 -4.31
C -1.34 -1.57 1.17
H -6.28 -0.19 3.68
H -1.23 -2.06 -0.92
H -5.24 -2.19 -0.45
N -0.49 0.34 -0.09
H -4.32 -0.11 -0.81
C 3.79 2.16 -5.76
C -4.04 -3.10 2.56
H -5.91 -0.60 1.28
C -5.05 -1.82 4.31
C -1.90 -2.27 -0.07
C -4.36 -2.50 0.13
H -1.04 0.41 1.93
C -3.29 -0.39 -0.59
C 3.21 1.67 -3.38
N 2.07 0.16 2.18
C -2.78 0.39 0.64
H -3.42 0.20 1.50
H -1.92 -3.35 0.08
H 2.24 1.35 -3.70
C 3.55 1.63 -2.03
N 2.65 1.18 -1.07
C -5.43 -1.23 2.02
H -0.34 1.21 -1.82
C -1.35 -0.05 0.99
H -3.79 -3.52 4.64
C -4.62 -2.28 1.60
H 4.11 3.10 -6.21
C -4.25 -2.87 3.91
H 5.05 2.00 -0.55
H -5.22 -1.64 5.37
H -2.66 -0.12 -1.45
```

Results
net charge	0
HOMO energy	-7.84	eV
2S+1	1
LUMO energy	-0.9	eV
SMILES string	Cc1cccc(-n2nc([N+](=O)[O-])/c(=N\C3CCN(Cc4ccccc4)CC3)n2O)c1

=====

Model B:
Below is C21H24N6O3 as an isolated structure, with properties calculated with wB97M-V/def2-TZVPD.

Structure (XYZ):
```
54
C21H24N6O3 (wB97M-V/def2-TZVPD)
C 1.89 2.63 0.22
C 0.21 -3.95 0.28
C 2.37 -2.21 0.15
C 1.27 -1.81 -0.87
C -4.12 0.22 -0.12
N 0.15 1.09 0.50
C -6.75 -0.13 -0.33
C 4.21 1.11 -0.86
H 5.20 0.60 -1.05
H 3.79 3.80 -0.07
H 0.65 -1.01 -2.45
C 2.18 -3.05 1.01
H -0.53 -2.96 -1.57
H -1.55 -0.10 -1.30
C -5.96 0.05 -1.51
H -0.44 -4.75 0.01
N 3.15 -0.08 -0.99
O 1.79 0.89 2.01
H 1.79 2.24 -0.84
O 4.31 -1.32 0.63
H -2.36 1.49 2.13
N -4.88 -0.04 1.00
C 3.25 -1.08 0.21
C -2.14 0.25 1.53
C 1.36 1.43 0.98
N -4.55 0.03 -1.37
H -6.19 0.06 -2.39
C 4.14 1.70 0.65
H -0.70 -0.98 0.75
H -0.25 0.00 2.41
H -7.75 -0.56 -0.61
C -6.06 -0.38 0.90
N -2.88 0.34 0.34
H 3.88 1.74 -1.59
H 1.25 3.40 0.53
H 3.07 -3.38 1.63
H 3.28 3.29 1.64
H -0.14 1.98 -1.64
C 2.19 0.11 -1.75
C -0.72 1.60 -0.56
C 3.28 3.07 0.62
H 4.03 0.98 1.40
H -6.74 -0.58 1.94
C 0.22 -2.93 -1.07
C 1.24 -4.05 0.94
H 5.25 2.16 0.65
H -2.58 1.26 -1.56
O 2.01 0.89 -2.54
H -1.14 2.42 -0.35
H -2.75 -0.36 2.17
N 1.22 -1.02 -1.79
C -0.61 0.12 1.25
H 1.15 -4.84 1.57
C -1.98 0.65 -0.90
```

Results
net charge	0
HOMO energy	-7.65	eV
2S+1	1
LUMO energy	-0.1	eV

=====

In order of decreasing stability: model A, model B.

=====

Model A:
Below is a 2-piece molecular cluster, C3H5NO2S overall, with properties calculated with wB97M-V/def2-TZVPD.

Structure (XYZ):
```
12
C3H5NO2S (wB97M-V/def2-TZVPD)
H -0.21 2.85 0.57
O -1.43 1.47 -1.86
H 1.34 2.00 0.60
H 0.34 -3.05 -0.58
H -1.31 -2.20 -0.47
S -0.09 1.28 -1.31
O 0.31 -0.17 -1.02
C -0.27 -2.27 -0.15
C 0.24 -1.69 0.96
H -0.07 1.04 0.93
N 0.78 -1.21 1.88
C 0.35 1.95 0.44
```

Results
net charge	0
HOMO energy (spin up / spin down)	-8.88 / -11.31	eV
2S+1	3
LUMO energy (spin up / spin down)	0.7 / -2.4	eV

=====

Model B:
Below is an isolated molecule of C3H5NO2S, with properties calculated with wB97M-V/def2-TZVPD.

Structure (XYZ):
```
12
C3H5NO2S (wB97M-V/def2-TZVPD)
C -0.41 -0.82 0.00
O 0.48 1.36 -0.06
N -1.31 -1.86 -0.13
H -1.45 1.97 -0.50
C 1.84 0.88 -0.06
C -0.57 0.48 -0.02
S 1.45 -1.05 -0.01
H 2.41 1.27 -0.80
H 2.20 0.95 0.95
H -1.96 -1.61 0.60
O -1.73 1.20 -0.02
H -0.95 -2.78 0.05
```

Results
net charge	0
HOMO energy (spin up / spin down)	-4.22 / -9.12	eV
2S+1	3
LUMO energy (spin up / spin down)	0.6 / -1.7	eV

=====

In order of decreasing stability: model A, model B.